Below is C16H26O3PdSiTe4 as an isolated structure, with properties calculated with ωB97M-V with the def2-TZVPD basis set.

Energy relative to the best compared isomer or geometry (same formula, charge and spin)   16.4 kcal per mole
Total charge   0
Multiplicity   5
Expectation value of S²   6.038

Last column: natural (NBO) charge in e.
CARTESIAN COORDINATES (ANGSTROEM)
Pd: -0.33162 -1.46184 0.25688  0.516
Te: -1.68024 -3.36495 -0.60430  -0.085
Te: -3.19813 -6.11607 -0.62185  -0.158
Te: -2.00388 -6.29668 2.19440  0.068
Te: -0.73128 -4.04677 1.98469  0.083
O: 0.68681 0.31964 4.64329  -0.652
C: 1.97452 0.38457 4.21689  0.427
C: 2.97371 0.91662 5.02588  -0.327
C: 4.28602 0.96142 4.58755  -0.160
C: 4.62562 0.46675 3.33522  -0.260
C: 3.62991 -0.06956 2.53783  -0.123
C: 2.30060 -0.11153 2.95339  -0.274
C: 1.30469 -0.67422 1.99880  0.767
O: 0.08120 -0.35642 2.05569  -0.696
O: 1.70578 -1.44692 1.08106  -0.719
H: 0.64160 0.67729 5.53656  0.477
H: 2.71296 1.29551 6.00822  0.208
H: 5.04706 1.38300 5.23151  0.216
H: 5.64957 0.49583 2.99022  0.219
H: 3.86121 -0.47569 1.56225  0.235
C: -1.81382 -1.27098 -3.16344  -1.260
Si: -1.14634 -0.35892 -1.67526  1.746
C: 0.52319 0.41727 -2.19322  -0.571
C: 0.35168 1.05998 -3.58330  -0.613
C: 1.59213 -0.67847 -2.32210  -0.617
C: 1.01426 1.48132 -1.20677  -0.609
C: -2.50017 0.79674 -0.99138  -0.579
C: -2.67091 1.96415 -1.98221  -0.611
C: -2.19555 1.37145 0.39522  -0.611
C: -3.82333 0.02651 -0.91478  -0.613
H: -2.07540 -0.54664 -3.93933  0.247
H: -2.70863 -1.85018 -2.93517  0.247
H: -1.06592 -1.94931 -3.57848  0.251
H: 0.12023 0.31791 -4.34834  0.211
H: 1.29520 1.53811 -3.86728  0.213
H: -0.42265 1.82684 -3.60886  0.210
H: 1.26123 -1.50569 -2.95521  0.208
H: 1.88682 -1.08987 -1.35662  0.234
H: 2.48518 -0.24611 -2.78723  0.207
H: 0.35948 2.35443 -1.19064  0.207
H: 2.00999 1.82300 -1.50865  0.209
H: 1.09126 1.10224 -0.18511  0.216
H: -1.79071 2.60716 -2.01486  0.208
H: -3.51364 2.58515 -1.66077  0.215
H: -2.88708 1.62575 -2.99871  0.206
H: -1.28728 1.97395 0.40886  0.214
H: -2.08563 0.59483 1.15183  0.230
H: -3.02582 2.01811 0.70007  0.204
H: -4.13733 -0.36826 -1.88273  0.207
H: -4.60931 0.70572 -0.56813  0.210
H: -3.76724 -0.80618 -0.21159  0.224

Below is C4H13N2 as an isolated structure, with properties calculated with ωB97M-V with the def2-TZVPD basis set.

Energy relative to the best compared isomer or geometry (same formula, charge and spin)   188.8 kcal per mole
Total charge   +1

Last column: natural (NBO) charge in e.
CARTESIAN COORDINATES (ANGSTROEM)
C: 3.90528 -0.94163 -0.05724  -0.338
N: -2.10043 -0.40938 0.53148  -0.480
C: -3.44484 0.12510 0.38924  -0.464
C: 2.60541 -1.25309 -0.06724  -0.394
N: 0.10683 0.74361 0.46987  -0.276
C: 0.17270 1.14517 -0.90315  -0.532
H: 4.63660 -1.65394 -0.41553  0.212
H: 4.25321 -0.04877 0.44595  0.203
H: -2.12311 -1.23903 1.11960  0.399
H: -4.20846 -0.64490 0.21770  0.282
H: -3.44530 0.78219 -0.48608  0.218
H: -3.78854 0.74793 1.22324  0.244
H: 2.29002 -2.27804 -0.25269  0.208
H: 1.82839 -0.50480 0.09396  0.166
H: -1.07469 0.05815 0.58707  0.330
H: -0.31584 1.53030 0.98752  0.378
H: 0.09610 2.23851 -0.97658  0.232
H: -0.56212 0.69082 -1.59468  0.310
H: 1.16879 0.91182 -1.31243  0.302

Below is C17H31BBr12FN4O6 as an isolated structure, with properties calculated with ωB97M-V with the def2-TZVPD basis set.

Electronic energy   -32349.44041 a.u.
Total charge   +1

Last column: Löwdin charge in e.
CARTESIAN COORDINATES (ANGSTROEM)
C: 2.88730 -4.43600 -1.02252  0.020
C: 1.99565 -5.40612 -0.27900  -0.483
O: 2.42353 -6.50405 0.03603  0.124
O: 0.71407 -5.03724 0.08469  -0.043
C: -0.25361 -5.21236 -0.97577  -0.147
C: -0.35394 -3.89790 -1.74874  -0.163
C: -1.39555 -3.89613 -2.85454  -0.152
C: -2.80352 -4.30973 -2.38930  -0.073
N: -3.16146 -3.76234 -1.07858  0.028
F: -3.63492 -4.66543 -0.18404  0.110
C: -3.11092 -2.53347 -0.67552  -0.237
N: -2.69315 -1.49689 -1.49920  0.184
C: -2.09380 -0.51006 -0.59634  -0.270
O: -0.81078 -0.85871 -0.28616  -0.048
C: 0.04857 0.22812 0.06883  -0.100
C: 1.36943 0.12450 -0.76662  -0.421
C: 2.56807 0.01469 0.15274  -0.063
O: 1.30414 -0.93856 -1.70857  -0.027
C: -3.14767 -0.61739 0.56518  -0.434
C: -4.30898 0.29116 0.10352  -0.053
O: -2.78212 -0.12340 1.81528  0.036
N: -3.45645 -2.07244 0.53960  0.229
B: -2.76678 -2.67733 1.77413  -0.661
N: -3.58996 -3.11884 2.83619  0.231
O: -1.40735 -2.80805 1.86317  0.187
H: 2.95546 -4.76475 -2.05832  0.098
H: 2.52515 -3.41109 -0.99166  0.061
H: 3.88190 -4.48408 -0.59394  0.093
H: 0.07780 -6.05184 -1.58660  0.142
H: -1.18023 -5.42489 -0.44759  0.114
H: 0.60967 -3.74156 -2.22787  0.107
H: -0.46696 -3.09202 -1.02766  0.098
H: -1.47531 -2.92627 -3.33465  0.105
H: -1.11969 -4.59433 -3.64437  0.127
H: -3.56736 -4.04824 -3.11763  0.135
H: -2.82185 -5.39030 -2.28579  0.137
H: -3.41555 -1.13261 -2.10226  0.163
H: -2.19736 0.44359 -1.11690  0.169
H: 0.34026 0.08848 1.10915  0.129
H: -0.42778 1.19199 -0.10717  0.124
H: 1.41216 1.05869 -1.33934  0.066
H: 2.47421 0.66674 1.01942  0.072
H: 2.73724 -1.01192 0.47524  0.090
H: 3.46644 0.33306 -0.37255  0.033
H: 1.88159 -0.67285 -2.42756  0.103
H: -4.83699 -0.12956 -0.75192  0.093
H: -3.92415 1.28744 -0.06878  0.078
H: -5.03877 0.35215 0.93514  -0.001
H: -1.93712 0.33543 1.77403  0.118
H: -3.24474 -2.83723 3.74444  0.104
H: -4.55111 -2.81708 2.74536  0.092
H: -1.11884 -3.72055 1.95877  0.120
C: 3.83020 3.93241 -0.10112  -1.621
Br: 1.97796 3.46681 -0.39756  0.654
Br: 4.22420 4.07318 1.78020  0.570
Br: 5.03637 2.72934 -0.99555  0.623
H: 3.98000 4.90799 -0.53788  -0.116
C: -6.50273 3.29352 2.53965  -1.607
Br: -5.01014 2.06651 2.50643  0.694
Br: -6.23635 4.75098 1.31264  0.589
Br: -8.16348 2.37825 2.21718  0.591
H: -6.55506 3.71487 3.53302  -0.027
C: 4.66509 8.84602 -0.75978  -1.617
Br: 5.91717 8.57698 -2.19429  0.586
Br: 2.93086 9.37032 -1.40663  0.592
Br: 4.55590 7.29650 0.38185  0.574
H: 5.04152 9.65700 -0.15136  -0.041
C: 7.46647 7.83658 2.88093  -1.651
Br: 8.34793 7.58934 1.18557  0.558
Br: 8.70671 7.74072 4.34745  0.589
Br: 6.44103 9.47015 2.92672  0.564
H: 6.76849 7.02010 2.99908  -0.044

Number 1 is which compound? C16H26O3PdSiTe4

Which of these has the lowest total charge? C16H26O3PdSiTe4

What is the formula in the third record? C17H31BBr12FN4O6